No. 1
ORCA calculation (the ωB97M-V functional and the def2-TZVPD basis) on an isolated ion of composition C4H11N2S and charge -1.

The geometry in ORCA input format:
```
! RIJCOSX wB97M-V def2-TZVPD def2/J DEFGRID3
* xyz -1 1
S 3.6387 -1.7056 0.3365
N -0.8358 2.2820 -0.6299
N -0.5696 -1.1470 0.4581
C -1.1432 0.2407 0.5355
C 1.9805 -0.9837 -0.1518
C -1.4795 0.9503 -0.7662
C 0.8641 -1.3865 0.9245
H -1.2385 3.1103 -0.9824
H -0.4288 0.9019 1.2621
H -2.6179 1.2645 -0.8780
H -0.7253 -1.6775 -0.3099
H 1.0624 -0.9970 1.9065
H 0.7667 -2.4491 1.1530
H 2.0780 0.0678 -0.0704
H -2.0034 0.1474 1.0865
H 1.7100 -1.3718 -1.2283
H 0.1358 2.2539 -0.9923
H -1.1939 0.4996 -1.6536
*
```

## Properties
Orbital gap, Ha: 0.20846
LUMO energy, eV: 3.42
SMILES: NCCNCC[S-]
Energy relative to the best compared isomer or geometry (same formula, charge and spin), kJ/mol: 248.02
HOMO, eV: -2.25

No. 2
ORCA calculation (the ωB97M-V functional and the def2-TZVPD basis) on C28H23BCo2F6O8S as an isolated structure.

The geometry in ORCA input format:
```
! RIJCOSX wB97M-V def2-TZVPD def2/J DEFGRID3
* xyz 0 1
Co -1.2691 4.4988 -0.5527
Co -2.9731 5.5785 -2.0144
S 4.8704 -1.8048 -1.1675
F -1.0589 -3.3448 4.0992
F -1.1973 -3.2239 1.9008
F 4.1405 -2.3589 5.7609
F -1.3711 -1.3957 3.1205
F 3.5205 -4.4077 5.2471
F 5.2000 -3.4630 4.1740
O 1.1316 5.8923 -1.5597
O -1.1409 7.0061 -3.7848
O 2.1429 0.6801 0.2453
O 4.3831 0.1257 0.8782
O -0.9769 3.4181 2.1383
O -2.0264 7.0413 0.7139
O -5.1366 4.9975 -3.8870
O -4.6988 7.8591 -1.4410
C 0.1971 5.2462 -1.3037
C 4.9435 1.6306 -0.8930
C -2.4978 3.6633 -1.5497
C 3.4830 -1.9091 2.6306
C -0.6769 1.7818 -1.7036
C -0.7078 -2.5944 3.0185
C 4.3837 1.4866 0.5159
C 4.4333 -2.7069 -2.6050
C 2.8206 1.8675 0.6219
C 2.4170 -1.6512 -1.9401
C 2.5902 -1.3879 1.7066
C 0.7763 -2.3850 2.9143
C 5.4411 -3.5716 -3.2682
C 3.1043 -2.4952 -2.9060
C 1.2408 -1.6234 1.8434
C 2.4064 2.9904 -0.3019
C -0.9826 3.9143 1.0911
C 3.2381 -1.2406 -0.9203
C 2.4207 2.1979 2.0605
C 1.6435 -2.9251 3.8553
C -4.0155 6.9439 -1.6121
C -1.7998 6.3869 -3.0667
C -1.3081 2.9496 -1.4683
C -1.8903 6.1134 0.0208
C 3.9651 -3.2292 4.7126
C -4.2669 5.1613 -3.1405
C 5.3047 2.2695 1.4401
C 3.0026 -2.6779 3.6939
B 3.0813 -0.3754 0.4772
H 4.3388 1.1025 -1.6369
H 6.3203 -2.9779 -3.5511
H 5.7640 -4.3649 -2.5797
H 5.2839 3.3317 1.1640
H 2.6419 2.7665 -1.3484
H 2.7775 1.4273 2.7562
H 0.5429 -1.2288 1.1125
H 2.6307 -2.9763 -3.7603
H -3.4578 3.1407 -1.4351
H 1.2666 -3.4953 4.6990
H 5.0213 2.6907 -1.1646
H 1.3282 3.1601 -0.2330
H 4.5501 -1.7432 2.5272
H 2.9194 3.9186 -0.0226
H 1.3277 2.2295 2.1445
H -1.1619 0.9664 -2.2531
H 2.8219 3.1769 2.3489
H 5.9555 1.2132 -0.9314
H 0.3073 1.6110 -1.2677
H 5.0103 -4.0365 -4.1576
H 1.3740 -1.3558 -2.0270
H 6.3292 1.9007 1.3243
H 5.0138 2.1564 2.4863
*
```

## Properties
Orbital gap, Ha: 0.06003
LUMO energy, eV: -5.03
Energy relative to the best compared isomer or geometry (same formula, charge and spin), kJ/mol: 55.90
HOMO, eV: -6.66

No. 3
ORCA calculation (the ωB97M-V functional and the def2-TZVPD basis) on C23H13BrCl2N2O2S as an isolated structure.

The geometry in ORCA input format:
```
! RIJCOSX wB97M-V def2-TZVPD def2/J DEFGRID3
* xyz 0 1
Br 3.1422 2.3253 -1.0038
Cl 0.2744 -3.7711 -1.6213
Cl 4.2726 -2.9403 0.1626
S 3.9318 -2.9276 -5.3260
O -4.7283 2.3649 2.6088
O -0.0980 1.2805 0.1904
N 3.1163 -3.3108 -3.8883
N 4.2013 -1.2852 -5.1699
C -3.4771 0.8297 1.3457
C 3.0935 -2.0783 -3.2843
C 2.2880 -4.9789 0.5586
C -1.6056 5.1182 2.9978
C -1.3070 2.7575 1.5575
C 2.4936 -1.8441 -1.9160
C 3.7048 -0.8573 -3.9476
C -1.1436 1.5137 0.7671
C -2.2728 0.5551 0.6965
C 3.7135 0.4908 -3.2960
C -3.1587 -1.5528 -0.0575
C -3.6641 2.1051 2.0807
C -2.1201 -0.6341 -0.0129
C 3.1334 0.6175 -1.9662
C -0.3817 4.8102 2.4094
C -4.5148 -0.0980 1.3027
C 1.8851 -3.1090 -1.2091
C 2.6700 -3.6931 -0.2408
C -2.5265 3.0547 2.1675
C -2.6758 4.2429 2.8782
C -0.2340 3.6355 1.6858
C -4.3538 -1.2881 0.6065
C 2.4915 -0.5616 -1.2485
H 3.2028 -5.6445 0.5914
H -1.1899 -0.8471 -0.5277
H -5.4484 0.1038 1.8149
H 0.7192 3.4022 1.2250
H 1.4009 -5.5263 0.1518
H -5.1612 -2.0111 0.5788
H -1.7224 6.0407 3.5552
H -3.6248 4.4845 3.3426
H 0.4570 5.4891 2.5142
H 2.0704 -4.6427 1.6202
H 2.0215 -0.4884 -0.2369
H 4.1616 1.3478 -3.8500
H -3.0366 -2.4795 -0.6069
*
```

## Properties
Orbital gap, Ha: 0.28593
LUMO energy, eV: -1.17
HOMO, eV: -8.95

No. 4
ORCA calculation (the ωB97M-V functional and the def2-TZVPD basis) on a 2-piece molecular cluster, C4H14NO overall.

The geometry in ORCA input format:
```
! RIJCOSX wB97M-V def2-TZVPD def2/J DEFGRID3
* xyz 0 2
O -0.2871 -2.1268 -1.9849
N -0.0430 -1.5419 0.6169
C 1.1000 2.1317 0.5208
C -1.3244 1.2965 0.1773
C 0.0426 1.0371 0.8376
C 0.6698 -0.2296 0.2963
H -1.4699 2.3736 0.2361
H -1.0179 -2.5964 -2.4086
H 2.0509 1.7829 0.1254
H -1.3447 1.0385 -0.8800
H -0.1839 -2.0890 -0.2517
H 0.6279 -2.2187 1.0628
H 0.6980 2.8427 -0.1948
H 1.6395 -0.4355 0.7534
H -2.1217 0.7552 0.6651
H 1.3316 2.7308 1.4004
H 0.9250 -0.2658 -0.7589
H -0.9525 -1.3836 1.0739
H 0.1932 -1.6633 -2.6845
H -0.0876 1.0842 1.9170
*
```

## Properties
Orbital gap (spin up / spin down), Ha: 0.13900 / 0.45289
LUMO energy (spin up / spin down), eV: 0.74 / 0.50
Energy relative to the best compared isomer or geometry (same formula, charge and spin), kJ/mol: 174.74
HOMO (spin up / spin down), eV: -3.04 / -11.82

No. 5
ORCA calculation (the ωB97M-V functional and the def2-TZVPD basis) on CdH12O6 as an isolated structure.

The geometry in ORCA input format:
```
! RIJCOSX wB97M-V def2-TZVPD def2/J DEFGRID3
* xyz 2 1
Cd 0.1018 0.0495 -0.0241
O -1.5400 -0.8844 -0.7999
O 1.7550 0.7820 0.8768
O 1.1769 -1.6174 -0.6282
O -1.2495 1.5244 0.4590
O 0.4544 1.1122 -1.7100
O -0.4155 -0.8148 1.7248
H -1.3164 -1.1030 1.8715
H 0.4981 0.8993 -2.6422
H -1.1094 2.3682 0.8886
H -2.1787 1.3380 0.5933
H 1.2295 -2.5424 -0.3879
H -2.4265 -0.5387 -0.9045
H 2.6417 0.6080 0.5608
H 0.0291 -0.9849 2.5553
H 0.3179 2.0594 -1.6863
H -1.5892 -1.7779 -1.1397
H 1.8739 1.0577 1.7857
H 1.7469 -1.5352 -1.3927
*
```

## Properties
Orbital gap, Ha: 0.46372
LUMO energy, eV: -7.09
Energy relative to the best compared isomer or geometry (same formula, charge and spin), kJ/mol: 227.15
HOMO, eV: -19.70

No. 6
ORCA calculation (the ωB97M-V functional and the def2-TZVPD basis) on C29H50ClF3NO2SeSiV as an isolated structure.

The geometry in ORCA input format:
```
! RIJCOSX wB97M-V def2-TZVPD def2/J DEFGRID3
* xyz -1 2
Se 1.2974 0.8902 -2.9514
V 0.2816 -0.1131 0.1790
Cl -1.5996 0.0390 -0.5205
Si -0.0639 -0.1539 2.7613
F 4.7621 1.3226 -1.2293
F 2.9495 2.3368 -0.6196
F 4.4283 1.7827 0.8516
O 1.9515 0.0706 0.4395
O 3.8338 -0.9850 -0.1725
N -0.0164 2.5045 0.0535
C 0.7375 -1.9527 4.9868
C -2.9040 0.5860 2.7182
C -0.2943 -3.1818 -1.0273
C 1.0996 -0.7484 -6.7956
C -1.9283 -0.3621 3.4317
C 0.7812 -2.9262 2.7146
C -0.1479 -0.3708 -7.2778
C 2.5196 -1.3173 3.3847
C -0.5642 0.7665 -5.1704
C 0.9664 1.4110 5.0665
C 1.0230 -1.6359 3.5127
C 0.1210 3.2252 -0.8279
C -0.5969 -0.7912 -8.6547
C 0.5309 -4.4727 -1.0948
C 0.6143 1.5371 3.5785
C -2.4313 -1.7878 3.1791
C -1.4590 -3.4185 -0.0632
C -1.4800 1.6092 -4.3280
C 1.5384 -0.3903 -5.5273
C -0.9587 0.3913 -6.4516
C -2.0619 -0.0750 4.9344
C 3.8251 1.3852 -0.2942
C 2.8896 -0.8404 -5.0513
C 0.6488 -2.0093 -0.7006
C 0.3019 4.1183 -1.9504
C 3.1623 -0.0027 -0.0331
C 1.8839 2.0030 2.8482
C -0.4079 2.6782 3.4488
C 0.6985 0.3760 -4.6950
H 0.9233 4.9633 -1.6536
H 1.7469 -1.3513 -7.4277
H 2.7777 -1.5159 -4.2002
H 1.6750 2.2102 1.8036
H 1.5422 -2.3918 -0.2007
H 3.4776 0.0077 -4.7003
H -1.0895 -3.6692 0.9316
H 2.7905 -1.0710 2.3586
H -0.6684 4.4714 -2.2967
H 0.9865 -1.5753 -1.6503
H -1.9344 0.7031 -6.8162
H -2.6806 1.6314 2.9247
H 0.8680 -1.0851 5.6332
H 0.8801 -4.7296 -0.0907
H 1.4037 -4.3551 -1.7396
H -2.3201 -2.0590 2.1303
H -2.4937 1.6281 -4.7346
H 2.8160 -0.4923 4.0331
H -3.9237 0.3924 3.0745
H 2.2467 2.9327 3.3040
H 3.4372 -1.3559 -5.8437
H -0.5219 -1.8748 -8.7709
H 1.2461 2.3995 5.4507
H -3.4958 -1.8561 3.4340
H 1.8172 0.7479 5.2274
H 1.4362 -2.7277 5.3258
H 0.1293 1.0469 5.6627
H -0.2725 -2.3400 5.1258
H -1.8984 0.9797 5.1576
H -2.0939 -2.5404 0.0028
H 3.1082 -2.1947 3.6771
H -0.2415 -3.2827 2.8267
H -1.2673 2.5375 4.1057
H -0.0657 -5.3078 -1.4721
H -1.3738 -0.6653 5.5376
H -1.5074 1.2349 -3.3044
H -1.1034 2.6357 -4.2918
H 0.0250 -0.3348 -9.4291
H 0.0736 3.6199 3.7395
H 2.6898 1.2715 2.9018
H -0.7593 2.7829 2.4249
H -0.7265 -3.0054 -2.0174
H 0.8015 3.5583 -2.7450
H -3.0817 -0.3197 5.2567
H -1.9040 -2.5213 3.7906
H -2.8901 0.4417 1.6448
H -1.6324 -0.5020 -8.8370
H 1.4516 -3.7136 3.0793
H 0.9824 -2.7676 1.6560
H -2.0702 -4.2570 -0.4110
*
```

## Properties
Orbital gap (spin up / spin down), Ha: 0.21725 / 0.23687
LUMO energy (spin up / spin down), eV: 2.13 / 2.64
Energy relative to the best compared isomer or geometry (same formula, charge and spin), kJ/mol: 155.43
HOMO (spin up / spin down), eV: -3.78 / -3.80

Number 1: strongest force on any atom 0.1044 Eh/bohr, DFT total energy -18140.52772 eV. Number 2: strongest force on any atom 0.1256 Eh/bohr, DFT total energy -148855.07759 eV. Number 3: strongest force on any atom 0.0820 Eh/bohr, DFT total energy -137057.88544 eV. Number 4: strongest force on any atom 0.0455 Eh/bohr, DFT total energy -7909.16929 eV. Number 5: strongest force on any atom 0.0661 Eh/bohr, DFT total energy -17027.47168 eV. Number 6: strongest force on any atom 0.0747 Eh/bohr, DFT total energy -156058.91811 eV.